# C3H3N5O6

A 2-piece molecular cluster, C3H3N5O6 overall in a non-equilibrium geometry (the ωB97M-V functional and the def2-TZVPD basis, the Open Molecules 2025 dataset).

ΔE to the lowest compared entry with this formula, charge and spin = 158.5 kcal/mol
Energy = -840.8087 hartree
Molar mass = 205.09 g mol⁻¹

Each line ends with the Mulliken charge.
Cartesian coordinates (Å):
C 0.470 1.911 0.196  0.63
C -0.739 0.192 -0.650  -0.09
C 1.652 0.150 -0.619  -0.65
N 1.169 -0.874 -0.025  -0.41
N -0.185 -0.875 -0.248  0.33
N 0.978 1.370 1.176  0.16
N -2.046 0.484 -0.816  1.06
N -0.822 -1.990 0.718  1.18
O 0.857 0.424 1.991  -0.63
O 0.372 2.741 -0.637  -0.51
O -2.264 0.284 -1.993  -0.62
O -2.784 0.885 0.018  -0.54
O -1.981 -1.912 0.641  -0.50
O 0.015 -2.655 1.244  -0.57
H 1.253 0.575 -1.575  0.46
H 2.704 0.455 -0.363  0.35
H 1.352 -1.165 0.942  0.36

=====

# C4H6O2

The molecule C4H6O2 in a non-equilibrium geometry (the ωB97M-V functional and the def2-TZVPD basis, the Open Molecules 2025 dataset).

ΔE to the lowest compared entry with this formula, charge and spin = 99.8 kcal/mol
Energy = -306.3473 hartree
Molar mass = 86.09 g mol⁻¹

Each line ends with the Mulliken charge.
Cartesian coordinates (Å):
O -1.396 -1.351 -0.117  -0.45
C -1.608 -0.336 -0.735  0.05
C -0.746 0.917 -0.617  -0.46
C 0.331 0.749 0.392  -0.34
C 1.919 -0.872 0.801  -0.40
O 1.327 -0.039 0.010  -0.20
H -2.468 -0.272 -1.437  0.34
H -1.403 1.756 -0.353  0.32
H -0.348 1.141 -1.618  0.29
H 0.075 0.663 1.449  0.33
H 2.879 -1.246 0.485  0.28
H 1.438 -1.110 1.741  0.26